Computed, not measured: a cluster of 5 separate species, C20H29F17N9O8 in total at a distorted geometry, with the ωB97M-V functional and the def2-TZVPD basis.

The geometry in XYZ format:
```
83
Properties=species:S:1:pos:R:3:forces:R:3
N 6.18583 2.56586 1.25152 0.3 -0.6 -0.2
C 6.18284 2.22606 -0.19585 -0.9 0.9 1.3
C 6.11857 0.70662 -0.24255 1.5 -0.1 -0.2
C 7.47223 0.15732 0.22252 -0.3 -0.6 0.1
C 7.45161 -1.36693 0.50097 1.3 0.5 -0.3
C 7.77985 -2.08580 -0.77337 -1.0 0.1 -1.5
O 7.23975 -1.86158 -1.84441 0.5 -0.4 1.0
O 8.77001 -3.01062 -0.69006 -0.1 0.2 0.5
C 4.98160 2.96943 -0.87961 0.6 -0.5 -0.7
C 3.95260 2.11324 -1.62342 -0.6 0.6 0.0
C 2.83073 1.53000 -0.74552 1.8 0.0 -0.9
F 3.16084 1.66496 0.54867 -0.3 0.1 0.8
F 2.72893 0.19136 -0.96405 -0.6 -0.3 -0.1
C 1.47812 2.21429 -0.97721 0.2 0.4 0.8
F 1.19822 2.37943 -2.26722 -0.3 -0.4 -0.7
F 1.61459 3.45508 -0.46660 0.0 0.4 0.3
C 0.26217 1.59865 -0.23502 0.2 0.0 0.0
F 0.60066 1.35156 1.02988 0.3 -0.2 0.4
F -0.69569 2.54068 -0.17275 -0.5 0.2 -0.4
C -0.31036 0.27646 -0.84261 -0.1 -0.2 0.2
F 0.27112 -0.04482 -1.99063 0.1 0.3 -0.6
F -0.05346 -0.73774 0.00391 -0.1 -0.2 0.4
C -1.84309 0.25465 -1.09090 0.3 0.2 -0.2
F -2.20930 1.28580 -1.85138 0.0 0.5 -0.1
F -2.10451 -0.83671 -1.82505 -0.1 -0.6 0.1
C -2.72483 0.23419 0.19831 -0.6 0.0 -0.3
F -2.08359 0.65887 1.28266 0.5 -0.1 0.2
F -3.74410 1.09362 -0.00715 -0.1 0.1 0.0
C -3.41652 -1.11583 0.54180 0.3 0.2 0.6
F -4.27076 -1.49338 -0.39603 0.0 -0.1 -0.8
F -4.16198 -0.85576 1.63811 0.0 0.2 0.4
C -2.51697 -2.31113 0.93661 -1.1 -0.9 0.4
F -3.37214 -3.22837 1.47223 -0.1 0.0 -0.1
F -1.65817 -2.02680 1.88366 0.6 0.5 0.3
F -1.91591 -2.90101 -0.06490 0.3 0.1 -0.6
C 7.49708 2.80874 -0.83445 -0.1 -0.6 -1.2
O 7.66509 2.51486 -2.05101 -0.4 -0.1 0.4
O 8.20583 3.50668 -0.11547 0.4 0.6 0.5
H 5.52272 1.98633 1.74889 -0.3 0.3 0.0
H 6.00495 3.54566 1.39645 0.1 0.1 0.1
H 5.37044 0.28574 0.43101 -0.4 0.2 -0.1
H 5.99759 0.32622 -1.24962 -0.4 0.0 -0.2
H 7.81137 0.68826 1.10466 -0.1 0.0 0.2
H 8.22477 0.32702 -0.54082 0.0 0.3 -0.2
H 6.50978 -1.72006 0.90645 -0.1 -0.1 0.1
H 8.28602 -1.56696 1.16876 -0.2 -0.3 0.4
H 8.88339 -3.35532 -1.58321 0.0 0.0 -0.2
H 4.49315 3.63432 -0.17783 -0.2 -0.1 0.3
H 5.41340 3.62268 -1.63513 0.0 0.0 -0.2
H 3.51106 2.75317 -2.38440 -0.2 0.0 -0.1
H 4.40116 1.29999 -2.17608 0.2 -0.2 0.1
C -7.03663 1.39560 -2.28703 0.0 -0.1 0.1
O -6.91536 1.45709 -3.49873 0.0 0.1 0.0
N -5.98780 1.13250 -1.45393 -0.3 0.0 -0.2
N -8.23916 1.59528 -1.66053 -0.1 0.1 -0.1
H -6.07177 1.08411 -0.45790 0.0 0.0 0.0
H -5.09280 0.98211 -1.87628 0.0 0.0 0.0
H -9.03209 1.78947 -2.24267 0.0 0.0 0.0
H -8.36161 1.55482 -0.66712 0.0 0.0 0.0
C -5.85738 6.05458 -3.31126 0.0 -0.1 -0.1
O -5.55944 7.23504 -3.28421 0.0 0.0 0.0
N -6.45398 5.42178 -2.25431 -0.1 -0.1 0.1
N -5.62451 5.25550 -4.39586 0.0 0.0 -0.1
H -6.70548 4.45077 -2.26192 0.0 0.0 -0.1
H -6.64238 5.96871 -1.43640 0.0 0.0 0.0
H -5.18705 5.68062 -5.19081 0.0 0.0 0.0
H -5.86427 4.28101 -4.43111 0.0 0.0 0.0
C -4.42100 -4.01389 5.87999 0.0 0.0 0.0
O -4.54919 -4.53790 6.97012 0.0 0.0 0.0
N -3.24031 -4.03304 5.18716 0.1 -0.1 -0.1
N -5.44650 -3.36040 5.25109 -0.1 0.0 0.0
H -3.11861 -3.60807 4.28701 0.0 0.1 0.0
H -2.46454 -4.50190 5.61539 0.0 0.0 0.0
H -6.32685 -3.32571 5.72855 0.0 0.0 0.0
H -5.35966 -2.92310 4.35360 0.0 0.0 0.0
C -0.66299 -6.54101 1.07061 0.0 0.0 0.0
O -0.05125 -6.26559 0.05761 0.0 0.0 0.0
N -1.54078 -5.66931 1.65927 0.0 -0.2 0.3
N -0.52769 -7.74539 1.70876 0.0 -0.1 0.0
H -2.05703 -5.88228 2.49164 0.0 -0.1 0.0
H -1.68386 -4.78214 1.22773 0.1 0.0 -0.2
H 0.10778 -8.40675 1.30471 0.0 0.0 0.0
H -1.02248 -7.99149 2.54402 0.0 0.0 0.0
```
Forces are in eV/Å.

Summary:
HOMO-LUMO gap, eV: 5.502
Total charge: -1
Lowest unoccupied orbital energy, hartree: 0.0413